Record 1
Entry from the Open Molecules 2025 dataset: a cluster of 6 separate species, C6H24N2O5 in total (ωB97M-V/def2-TZVPD).

```
37
Properties=species:S:1:pos:R:3:forces:R:3:lowdin_charge:R:1
H -0.4373 3.6098 2.1687 0.986 -1.341 0.208 0.157
H -2.5852 0.0637 -1.8540 0.110 -0.149 1.140 0.195
O 0.0290 -1.0124 -2.9123 1.893 -2.463 -0.751 -0.078
H 0.3018 -0.4425 -3.6185 -0.280 1.174 -0.757 0.051
C -2.4014 -2.5011 -0.4041 -0.536 -1.623 -0.185 -0.074
H 2.9086 0.4608 -2.2422 -1.884 2.440 -0.415 0.108
C 0.0078 0.8416 2.2353 -3.379 -0.474 -0.531 -0.121
H -0.5220 0.7929 3.1743 0.332 0.288 0.487 0.146
H 1.9444 -1.3029 -0.1801 0.523 -0.473 0.328 0.038
H 0.8002 -1.6822 -3.0294 -2.416 1.430 0.479 0.114
H 0.1677 0.1777 0.3265 -1.113 -0.546 0.565 0.101
O 0.6708 2.4208 -0.6166 0.698 -0.750 -0.487 -0.102
H 1.7615 -2.0580 -1.4979 0.839 -3.923 -1.255 -0.001
H 0.5927 3.1734 -1.2414 0.467 -0.974 0.240 0.077
H 1.3955 3.9315 2.1480 -0.315 -0.783 -0.313 0.138
C -1.4984 -1.0326 1.4277 -0.674 1.784 -1.234 -0.092
O 1.6556 -1.2676 -1.0879 -0.481 4.211 2.060 -0.013
O 2.0575 -0.2586 2.1114 0.597 -0.237 -0.748 -0.008
H 1.5339 -1.0269 2.2560 -1.135 -0.847 0.049 0.064
H -1.5016 -2.8796 -0.9765 -0.921 1.203 0.091 0.120
H 3.0184 1.5927 -3.2182 -0.195 0.707 -0.159 0.061
N -1.9032 -0.1761 -1.0991 -2.293 -2.104 0.524 0.223
H -3.5182 -0.7194 0.4748 2.344 -0.781 -1.377 0.194
H 1.9030 1.5689 1.8985 -0.960 0.815 0.396 0.174
H -3.3529 -2.7388 -0.8824 0.372 -0.157 -0.599 0.097
H -2.3531 -3.2183 0.4144 -0.355 0.241 0.434 0.090
H -1.4730 0.6379 -0.7465 0.829 1.432 0.174 0.092
C 0.5986 3.1615 2.1312 0.543 0.127 -0.082 0.200
H 1.3905 1.7809 -0.9491 -1.376 1.915 -0.134 0.048
C -0.4562 0.0560 1.2543 1.891 0.765 0.089 -0.105
C -2.4450 -1.0915 0.1132 -0.364 0.814 1.089 -0.230
H -1.2515 -0.7861 -1.5907 1.006 0.253 -0.271 0.076
H -2.1638 -0.8126 2.2988 0.691 -0.251 -0.621 0.142
H 2.8167 -0.5119 2.5846 2.344 -0.189 0.958 0.076
N 0.9275 1.9082 2.0763 0.056 1.775 0.117 0.031
O 2.4128 1.3482 -2.5073 2.146 -3.343 0.539 -0.100
H -1.0318 -2.0072 1.5602 0.008 0.032 -0.048 0.114
```
Forces are in eV/Å.

The net charge is +2. As for the calculated total energy: -728.03610 hartree. The spin multiplicity is 1. The calculation puts the strongest force on any atom at 4.7 eV Å⁻¹.

---

Record 2
Entry from the Open Molecules 2025 dataset: a structure of composition C4H7N3O (ωB97M-V/def2-TZVPD).

```
15
Properties=species:S:1:pos:R:3:forces:R:3:lowdin_charge:R:1
H -0.7307 -0.6336 2.0416 0.038 -0.226 0.000 0.078
C -0.2453 0.3863 -0.5426 3.053 -0.125 2.044 -0.554
H 1.5333 -0.1197 -2.2737 -0.114 0.081 0.288 0.060
H 1.4508 -0.9494 0.5048 0.097 0.427 0.273 0.098
H -0.4857 2.0362 0.6956 -0.496 0.018 0.139 0.122
N -1.2956 -1.4017 -0.6583 -1.071 -1.038 -4.111 0.096
O -0.5474 0.8919 -1.6819 -0.387 -1.872 -1.649 -0.083
N 1.9101 -0.5630 -1.4290 0.888 0.148 -0.404 0.108
C -0.2089 0.3169 2.0283 0.483 0.217 0.186 -0.090
H 0.8251 0.1686 2.3577 -0.024 -0.126 0.010 0.083
H -0.9725 -0.2654 -2.3075 0.540 2.088 1.378 0.175
C -0.3000 0.9633 0.6959 -1.053 1.267 -0.749 -0.061
N -1.5044 -1.4218 -1.7985 0.744 0.203 3.957 0.051
H -0.6625 0.9831 2.7684 0.009 -0.169 -0.128 0.082
C 1.2338 -0.3918 -0.4007 -2.708 -0.894 -1.235 -0.164
```
Forces are in eV/Å.

As for the calculated total energy: -395.96905 hartree. The spin multiplicity is 1. The calculation puts the strongest force on any atom at 4.4 eV Å⁻¹.

---

Record 3
Entry from the Open Molecules 2025 dataset: a cluster of 5 separate species, C15H42N2O7 in total (ωB97M-V/def2-TZVPD).

```
66
Properties=species:S:1:pos:R:3:forces:R:3:lowdin_charge:R:1
H 0.1869 0.5520 4.5585 0.236 -0.183 -0.836 0.131
H 5.5338 1.1041 -0.2775 -0.104 0.229 -0.430 0.085
O -4.4909 0.9852 -5.5531 0.295 -0.278 0.433 -0.138
H -4.0760 0.2216 -3.6424 1.495 0.353 1.420 0.049
H -5.7366 0.6527 -4.0062 -0.996 0.768 0.955 0.056
C -1.3253 -4.2744 3.7641 -0.146 0.594 -0.841 -0.232
H 4.0281 1.3561 0.6077 0.581 0.632 -0.952 0.084
O 0.4772 -0.0781 2.4869 1.645 -1.290 2.644 -0.226
O 1.6454 2.4661 1.2295 1.666 -0.676 1.108 -0.201
H -1.4097 -0.7662 -4.5866 0.196 -0.066 -0.332 0.088
H -1.8004 -5.0352 4.3377 -0.645 -0.766 0.677 0.109
N -1.6673 -1.8246 3.0532 -0.941 -1.398 0.702 -0.031
H 1.1675 3.1348 3.1200 -0.522 -0.183 0.604 0.079
H -0.4610 -3.9482 4.3345 0.520 0.136 -0.024 0.112
H -3.5757 1.3126 -5.4617 -0.295 0.068 0.021 0.020
H 1.4577 -1.8715 3.1343 -0.309 -0.656 0.469 0.065
H -0.4098 2.4160 1.4468 -0.183 -0.269 0.709 0.114
C -4.8230 0.2681 -4.3612 -0.879 -0.539 -2.710 -0.154
H 5.0458 2.7498 0.2022 -0.376 -0.079 -0.877 0.091
H 4.1971 -0.1149 -1.6935 -0.088 -0.112 -0.114 0.120
C 2.1871 0.3452 -1.0267 1.404 -0.434 -0.320 -0.234
C -0.3276 0.1196 3.6665 -0.510 0.528 -0.322 -0.219
H -1.6080 1.7606 -4.1979 -0.228 -0.525 -0.531 0.046
O -1.0144 -4.7827 2.4890 0.941 -0.462 -0.325 -0.194
H 0.8218 -5.6521 2.8844 1.637 0.458 0.750 0.059
C 0.1136 1.3201 -0.2377 1.412 0.698 -1.163 -0.125
H -1.0004 3.6825 -4.3304 -0.930 0.229 -0.371 0.095
H -1.1159 -1.8893 2.2178 0.346 -0.158 -0.125 0.104
C 3.4368 0.6603 -1.8533 -0.210 -0.668 0.228 -0.217
C -1.7546 3.4176 -5.1220 1.026 1.658 0.440 -0.173
H -0.0033 -6.1431 1.4080 0.232 0.034 -0.074 0.086
H -0.5430 -6.7847 2.9595 0.320 0.655 -0.127 0.100
H 0.0557 0.8404 -2.6990 -0.247 -0.258 -0.421 0.053
H 0.3700 -0.4732 -4.7022 0.322 -0.035 -0.753 0.078
O 3.9532 1.8992 -1.4575 1.172 0.964 1.117 -0.183
H -1.1971 3.5964 -6.0367 -0.114 -0.001 -0.505 0.070
H -5.0694 -0.7585 -4.6232 0.145 -0.392 -0.158 0.071
H 1.8609 -0.6817 -1.1934 -0.021 -0.116 0.030 0.130
H -0.2777 -1.6599 4.7433 -0.022 -0.659 -0.537 0.109
H -1.7591 -0.9172 4.8986 -0.689 0.577 0.184 0.114
H -0.3024 -1.3559 -3.4010 0.285 -1.605 1.303 0.054
O -0.6871 0.6360 -3.3415 0.244 0.495 0.808 -0.177
H -2.6412 4.0817 -5.1146 0.481 -0.207 0.211 0.090
C 1.7878 3.4120 2.2909 0.430 -1.297 -0.611 -0.064
C 4.6794 1.7981 -0.2153 -0.825 -0.902 1.156 -0.093
H -1.0387 0.8484 3.3160 -0.521 0.375 0.047 0.109
H 1.4801 4.3429 1.9076 -0.362 1.581 -0.239 0.070
C 1.6899 -0.8691 2.8558 -0.323 2.021 -2.126 -0.038
H -2.8562 -2.8730 4.3879 0.095 -0.183 -0.096 0.120
C -0.1013 -5.8851 2.4577 -2.686 -0.623 -0.426 -0.087
C -0.4809 -0.5685 -4.0560 -0.643 1.498 -0.355 -0.118
C 0.3711 2.4622 0.6940 -0.593 1.028 0.641 -0.267
H 0.2579 3.4857 0.3288 -0.504 0.013 -1.113 0.127
C -1.0417 -1.1351 4.1271 1.498 0.134 0.410 -0.274
C -2.2738 -3.1237 3.4910 0.830 1.803 0.759 -0.163
H -2.9529 -3.4062 2.7379 -0.882 -0.578 -0.904 0.101
H 0.1419 0.3915 0.3426 -0.229 0.183 -0.384 0.111
H 2.2122 -0.8808 1.8919 0.111 -0.315 0.246 0.075
O -2.0985 2.0962 -4.9838 -0.069 -1.138 0.550 -0.155
H -0.8505 1.5326 -0.6856 -0.333 -0.444 -0.069 0.118
H 3.2228 0.7272 -2.9252 -0.084 -0.003 0.151 0.129
H 2.8203 3.4775 2.6468 -0.087 -0.242 -0.402 0.096
N 1.1562 1.2599 -1.3456 -1.980 1.437 0.187 -0.067
H 2.4694 0.4856 0.0094 0.075 -0.449 0.420 0.074
H 2.3781 -0.3531 3.5519 -0.769 -0.126 0.045 0.098
H 1.5661 2.2076 -1.4492 -0.294 -0.837 0.144 0.138
```
Forces are in eV/Å.

As for the calculated total energy: -1232.71910 hartree. Its SMILES is COCCNCCOC.COCCNCCOC.CO.CO.CO. The spin multiplicity is 1. The calculation puts the strongest force on any atom at 3.4 eV Å⁻¹.